Entry 1:
The following is a DFT calculation (ωB97M-V/def2-TZVPD) of a molecular structure, C23H35N5OS2SbTi in a non-equilibrium geometry.

The geometry in XYZ format:
```
68
Properties=species:S:1:pos:R:3
H 0.868 -0.638 -2.978
N -3.365 2.458 -3.342
H 2.761 -3.306 -0.461
Sb 0.406 1.915 2.400
H -0.854 -1.024 1.963
C -3.246 0.631 0.272
C 0.654 2.647 -1.200
C -4.129 -0.282 2.324
H 3.097 1.536 2.309
H -2.708 -1.350 3.524
N -0.389 1.853 -1.500
H -4.954 -0.431 3.011
H 5.561 0.973 -0.068
H -3.431 1.225 -0.616
C 2.160 0.842 -0.334
H 2.545 1.288 3.987
C 1.917 2.199 -0.749
H 2.330 0.005 2.762
C -1.968 0.088 0.491
N -1.431 2.524 -2.119
H 2.559 -1.271 -1.653
H -3.728 1.978 -4.149
H -1.881 -3.613 -3.129
S 0.739 -2.612 0.563
C 2.335 1.081 2.937
H 2.469 -2.599 -2.813
C 1.769 -3.110 -0.868
H 0.535 -3.036 -3.960
C -2.871 -0.798 2.604
C 1.928 -2.083 -2.002
H -1.293 1.973 4.583
H 0.560 3.699 -1.460
H 1.882 4.187 2.031
C 3.482 0.440 -0.126
H 3.661 -0.584 0.187
C -4.304 0.446 1.155
H -2.498 -4.199 -0.456
H -2.414 -2.703 0.501
H -0.709 -1.774 -4.004
H 0.365 2.267 5.149
N 0.683 -1.511 -2.491
H -0.201 -4.763 0.059
H 2.819 4.128 -1.005
C 1.172 3.922 2.815
H -0.826 -4.084 1.566
H -0.523 -4.161 -2.155
H 1.364 -4.049 -1.242
H -3.210 3.446 -3.476
C -1.862 -3.338 -0.189
C -1.053 -3.269 -2.495
H 0.355 4.644 2.813
Ti -0.501 0.012 -0.934
C -0.107 -2.392 -3.341
C -0.252 1.667 4.479
C -0.599 -3.859 0.524
H -0.169 0.617 4.761
O 1.152 0.013 -0.099
H 5.126 3.374 -0.562
C -1.827 -0.609 1.710
N -1.502 -2.526 -1.333
C -2.275 1.804 -2.765
H -5.276 0.872 0.930
H -2.256 -1.898 -1.593
S -2.187 0.086 -3.011
C 4.305 2.667 -0.521
C 3.016 3.090 -0.760
H 1.676 3.950 3.782
C 4.550 1.324 -0.235
```

relative energy (zero: lowest compared OMol25 entry of this formula, charge and spin): 100.0 kJ/mol
energy: -85241.4447 eV
2S+1: 3
<S²>: 2.032
HOMO (alpha / beta): -0.07745 / -0.15832 Ha
LUMO (alpha / beta): 0.0930 / 0.0929 hartree
gap between HOMO and LUMO (alpha / beta): 4.64 / 6.83 eV
charge: -1
maximum force: 2.99 eV Å⁻¹

---

Entry 2:
The following is a DFT calculation (ωB97M-V/def2-TZVPD) of 2 unconnected molecules or ions with the total composition C8H5NO5 in a non-equilibrium geometry.

The geometry in XYZ format:
```
19
Properties=species:S:1:pos:R:3
C -2.019 0.192 -0.406
O 1.036 -1.359 2.392
C 3.712 0.084 -0.176
H -3.064 0.187 -0.690
H 2.629 -1.810 0.401
O 4.818 2.050 0.456
C 0.968 -0.741 1.343
O 5.171 -1.438 -1.218
O 2.600 2.132 0.076
O 3.345 -2.218 -0.124
N 0.193 0.680 -0.466
C 3.798 1.419 0.123
C 4.174 -1.143 -0.538
H 1.864 1.526 -0.171
H -1.069 1.585 -1.865
C -1.428 -0.505 0.628
C -0.981 0.909 -1.026
C -0.042 -0.183 0.572
H -1.888 -1.181 1.332
```

energy: -20101.4304 eV
2S+1: 1
HOMO (alpha / beta): -0.01830 / -0.00254 Ha
LUMO (alpha / beta): 0.2163 / 0.2178 hartree
gap between HOMO and LUMO (alpha / beta): 6.38 / 6.00 eV
charge: -2
maximum force: 2.46 eV Å⁻¹

---

Entry 3:
The following is a DFT calculation (ωB97M-V/def2-TZVPD) of a gas-phase ion, C3H10NS (charge +1) in a non-equilibrium geometry.

The geometry in XYZ format:
```
15
Properties=species:S:1:pos:R:3
H -1.281 -1.010 -1.855
S -0.344 0.551 -0.364
H -0.183 0.082 -2.695
H -0.955 -0.046 1.766
H 1.985 1.247 -0.189
H -1.800 0.678 -2.318
H -2.385 0.012 0.710
H 1.033 1.360 1.358
C 1.310 0.721 0.502
H -1.239 -1.401 0.553
N 1.745 -0.514 1.039
H 1.871 -0.483 2.041
C -1.362 -0.363 0.796
C -1.005 0.037 -1.969
H 2.608 -0.870 0.625
```

relative energy (zero: lowest compared OMol25 entry of this formula, charge and spin): 157.1 kJ/mol
energy: -15590.4737 eV
2S+1: 1
HOMO: -0.52602 Ha
LUMO: -0.1484 hartree
gap between HOMO and LUMO: 10.27 eV
charge: +1
maximum force: 3.20 eV Å⁻¹

---

Entry 4:
The following is a DFT calculation (ωB97M-V/def2-TZVPD) of a molecular structure, C23H18N5RuS3Se.

The geometry in XYZ format:
```
51
Properties=species:S:1:pos:R:3
C -1.717 1.907 -0.708
N 0.980 2.646 -5.288
C -1.904 2.266 -2.071
C -1.426 2.733 4.168
C -3.156 0.403 -1.653
Ru -0.649 0.151 -2.204
S 3.376 0.451 3.815
C -2.490 0.761 -0.454
C -2.803 1.342 -2.649
H -1.839 -2.538 -3.835
C 1.842 1.274 0.059
S 3.215 0.500 0.825
H -0.177 -0.400 1.008
C -0.363 -3.054 -2.519
H 2.653 -5.096 -1.152
C -0.835 3.516 5.150
H 1.585 -1.738 2.152
Se 0.030 -0.112 -4.620
H -3.196 1.386 -3.650
H -1.110 2.448 -0.003
N 1.516 1.648 2.213
C 1.781 -3.095 0.509
H 2.600 -3.660 0.943
H 2.412 3.180 4.212
H -1.487 3.133 -2.555
C 2.656 0.931 2.404
C 0.231 -2.699 -1.284
C 1.290 -3.459 -0.768
C 0.170 -4.073 -3.250
H -3.891 -0.383 -1.756
C 1.337 3.061 4.206
C 0.612 1.583 -5.026
N -1.461 -2.264 -2.941
C 1.231 -2.040 1.174
H -2.188 -2.192 -2.244
C 0.220 -1.294 0.541
C 0.546 3.678 5.165
S 1.623 1.092 -1.656
H 1.695 -5.600 -3.366
H -1.089 1.499 2.436
H -2.597 0.258 0.497
H -1.449 4.001 5.902
N 1.045 1.818 0.911
C 1.283 -4.801 -2.762
C 1.819 -4.523 -1.541
H -0.269 -4.338 -4.207
C -0.639 2.108 3.211
N -0.258 -1.592 -0.646
H -2.502 2.606 4.144
H 1.014 4.297 5.923
C 0.734 2.275 3.240
```

relative energy (zero: lowest compared OMol25 entry of this formula, charge and spin): 0.0 kJ/mol
energy: -132025.5144 eV
2S+1: 6
<S²>: 8.769
HOMO (alpha / beta): -0.27172 / -0.29323 Ha
LUMO (alpha / beta): -0.0303 / -0.0646 hartree
gap between HOMO and LUMO (alpha / beta): 6.57 / 6.22 eV
maximum force: 0.53 eV Å⁻¹

---

Entry 5:
The following is a DFT calculation (ωB97M-V/def2-TZVPD) of a molecular structure, C19H22N6O4SSn in a non-equilibrium geometry.

The geometry in XYZ format:
```
53
Properties=species:S:1:pos:R:3
H 0.866 -0.727 2.135
H 3.743 1.807 5.222
H 4.784 2.186 1.937
O 0.118 1.961 -1.506
O 4.974 -1.912 -2.250
C 3.366 -3.510 -1.552
C 3.576 0.988 3.259
N -1.687 -0.746 1.743
H 2.763 -4.362 0.263
C 1.760 -0.112 2.139
H -1.173 0.261 -3.264
H 3.461 1.597 -0.075
C -3.083 0.513 -4.143
H 4.257 -4.128 -1.556
H -3.786 3.020 -1.246
C -4.593 2.096 -3.002
O -1.582 3.088 -0.127
H 0.810 -3.235 -0.583
C 3.933 1.523 2.022
C -3.635 2.320 -2.058
C 3.202 1.199 0.900
C 3.774 -2.040 -2.113
N -5.262 0.976 -4.999
N -3.124 1.017 1.148
H 3.512 -2.791 0.480
N 2.143 0.381 0.949
H -4.154 -0.412 4.004
C -2.451 -0.997 2.792
H -5.093 0.347 -5.771
C -3.851 0.792 2.226
H -5.541 2.620 -2.958
H -4.717 1.432 2.364
H 1.185 -2.662 0.895
N 1.495 -2.690 -0.070
H -6.148 1.463 -4.977
N -1.178 0.522 -0.096
C -3.556 -0.226 3.126
O 2.774 -1.309 -2.225
H -2.164 -1.848 3.402
C 2.811 -3.345 -0.147
Sn 1.008 -0.222 -1.003
C 4.359 1.270 4.499
C -2.137 0.744 -3.191
C -2.403 1.655 -2.152
H 5.247 1.862 4.291
C -2.020 0.288 0.955
H 2.630 -3.878 -2.266
H 2.112 -0.254 4.237
H -2.882 -0.160 -4.967
C -4.340 1.187 -4.072
H 4.661 0.334 4.972
C 2.444 0.167 3.298
S -1.210 1.950 -0.885
```

relative energy (zero: lowest compared OMol25 entry of this formula, charge and spin): 141.3 kJ/mol
energy: -53840.9096 eV
2S+1: 1
HOMO (alpha / beta): -0.50679 / -0.50366 Ha
LUMO (alpha / beta): -0.3240 / -0.3277 hartree
gap between HOMO and LUMO (alpha / beta): 4.97 / 4.79 eV
charge: +2
maximum force: 2.10 eV Å⁻¹

---

Entry 6:
The following is a DFT calculation (ωB97M-V/def2-TZVPD) of a molecular structure, C3H7NO3 in a non-equilibrium geometry.

The geometry in XYZ format:
```
14
Properties=species:S:1:pos:R:3
H -1.520 -1.069 0.030
H 0.175 2.379 0.979
C 0.381 -0.103 0.149
H -0.662 -1.337 1.561
H -1.269 1.307 1.284
O 0.399 0.157 -3.506
C -0.542 -1.237 0.480
H -0.127 -2.168 0.095
H 0.328 0.972 2.069
C -0.194 1.388 1.209
H 1.439 -0.203 0.388
O 1.024 -1.010 -1.794
O 0.006 0.911 -0.624
N 0.562 0.013 -2.319
```

relative energy (zero: lowest compared OMol25 entry of this formula, charge and spin): 822.5 kJ/mol
energy: -10849.8431 eV
2S+1: 1
HOMO (alpha / beta): -0.30993 / -0.30970 Ha
LUMO (alpha / beta): -0.0163 / -0.0164 hartree
gap between HOMO and LUMO (alpha / beta): 7.99 / 7.98 eV
maximum force: 1.49 eV Å⁻¹